DFT (the ωB97M-V functional and the def2-TZVPD basis) results for C22H21IrN4O2S2 as an isolated structure.

Geometry as XYZ:
```
52
Properties=species:S:1:pos:R:3:nbo_charge:R:1
Ir -0.7625 1.5545 0.3773 1.0528
O -1.5731 3.3458 1.0720 -0.6794
C -2.9574 3.5038 0.6377 -0.1096
C -3.5953 2.1448 0.6007 0.1964
C -4.9651 1.9814 0.6322 -0.2136
C -5.4869 0.6987 0.5706 -0.0920
C -4.6243 -0.3848 0.4952 -0.2266
C -3.2661 -0.1542 0.4614 0.0774
N -2.7628 1.0892 0.5070 -0.4701
H -1.1103 4.1793 0.8748 0.5456
H -2.9636 3.9495 -0.3595 0.2399
H -3.4549 4.1747 1.3355 0.2407
H -5.6116 2.8454 0.7021 0.2552
H -6.5576 0.5468 0.5898 0.2565
H -4.9968 -1.3979 0.4613 0.2580
H -2.5440 -0.9554 0.3911 0.2388
N 1.8090 2.7698 1.3698 -0.3200
C 3.1018 3.0182 1.1093 0.0267
C 3.3706 2.5188 -0.1443 -0.3083
C 2.1637 1.9808 -0.5878 0.0112
N 1.2139 2.1402 0.3333 -0.3332
H 1.2873 3.0283 2.1912 0.4304
H 3.7277 3.5209 1.8274 0.2598
H 4.3076 2.5496 -0.6701 0.2705
H 1.9306 1.5195 -1.5332 0.2435
S -0.8957 2.2255 -1.7918 0.1462
C -0.5386 3.8516 -1.4978 -0.0051
N -0.3780 4.9716 -1.2675 -0.3067
O -0.2770 -0.3572 -0.0226 -0.9378
S 0.7619 -0.9744 -1.0148 1.2693
C 2.2402 -1.1594 -0.0505 -0.3015
C 2.2361 -0.9737 1.3227 -0.2297
C 3.4258 -1.1435 2.0160 -0.1805
C 4.5860 -1.4900 1.3357 -0.1682
C 4.5715 -1.6629 -0.0427 -0.1972
C 3.3925 -1.4917 -0.7507 -0.1467
C 0.1831 -2.6227 -1.2062 -0.3181
C -0.1924 -2.9999 -2.4891 -0.1677
C -0.6661 -4.2892 -2.6915 -0.1983
C -0.7631 -5.1629 -1.6201 -0.1412
C -0.3828 -4.7684 -0.3384 -0.2080
C 0.1009 -3.4928 -0.1215 -0.1343
H 1.3236 -0.7097 1.8409 0.2263
H 3.4455 -1.0138 3.0895 0.2364
H 5.5090 -1.6249 1.8828 0.2436
H 5.4791 -1.9258 -0.5682 0.2448
H 3.3738 -1.6225 -1.8265 0.2293
H -0.1098 -2.3053 -3.3157 0.2362
H -0.9540 -4.6071 -3.6837 0.2456
H -1.1313 -6.1673 -1.7807 0.2439
H -0.4479 -5.4671 0.4843 0.2425
H 0.4278 -3.1841 0.8632 0.2264
```

The value obtained for the strongest force on any atom is 0.4 eV/A. Its energy relative to the best compared isomer or geometry (same formula, charge and spin) is 0.0 kcal per mole. The orbital gap comes out at 7.31 eV. As for the HOMO energy: -14.84 eV. Its total charge is +2.

---

DFT (the ωB97M-V functional and the def2-TZVPD basis) results for an isolated molecule of C22H21N3O3S in a non-equilibrium geometry.

Geometry as XYZ:
```
50
Properties=species:S:1:pos:R:3:nbo_charge:R:1
C -0.2915 -0.4704 -2.0412 -0.7211
C 0.4164 0.3396 -0.9813 0.6999
O 0.0718 1.4519 -0.6382 -0.6461
N 1.4607 -0.3076 -0.4064 -0.6351
C 2.3671 0.3258 0.5370 -0.0723
C 2.3428 -0.3418 1.9424 -0.5249
C 1.8088 -1.7523 1.9095 0.7018
O 2.5107 -2.7369 1.9352 -0.5871
N 0.4445 -1.9113 1.8283 -0.6368
C -0.5688 -1.0167 1.5848 0.2568
N -1.6062 -1.3791 0.9044 -0.4913
C -2.5076 -0.3761 0.7553 0.1720
C -3.6752 -0.6125 -0.0919 0.0002
C -4.0519 0.3088 -1.0643 -0.1809
C -5.1427 0.0514 -1.8723 -0.2130
C -5.8621 -1.1231 -1.7218 -0.2026
C -5.4789 -2.0505 -0.7674 -0.2155
C -4.3855 -1.8019 0.0408 -0.1911
C -2.1660 0.8056 1.3767 -0.3436
C -2.8880 2.0809 1.4082 0.5579
C -2.0028 3.2816 1.6125 -0.7242
O -4.0879 2.1490 1.2657 -0.5265
S -0.6331 0.6234 2.1730 0.4138
C 3.7560 0.3221 -0.0603 -0.0470
C 4.5034 -0.8495 -0.1078 -0.1820
C 5.7554 -0.8527 -0.6967 -0.2164
C 6.2703 0.3094 -1.2463 -0.2115
C 5.5278 1.4770 -1.2065 -0.2026
C 4.2749 1.4823 -0.6184 -0.1997
H -0.7844 -1.3239 -1.5785 0.2491
H -1.0435 0.1470 -2.5238 0.2429
H 0.4174 -0.8297 -2.7835 0.2256
H 1.7436 -1.2044 -0.7718 0.4027
H 2.0103 1.3572 0.6295 0.2529
H 1.7466 0.2540 2.6312 0.2338
H 3.3639 -0.3875 2.3228 0.2561
H 0.1579 -2.8773 1.6944 0.4287
H -3.4828 1.2171 -1.1898 0.2176
H -5.4332 0.7703 -2.6239 0.2140
H -6.7180 -1.3171 -2.3514 0.2126
H -6.0337 -2.9702 -0.6524 0.2132
H -4.0784 -2.5185 0.7876 0.2181
H -1.2148 3.2688 0.8605 0.2535
H -2.5889 4.1927 1.5292 0.2393
H -1.5363 3.2369 2.5954 0.2268
H 4.1151 -1.7590 0.3266 0.2208
H 6.3304 -1.7662 -0.7253 0.2155
H 7.2482 0.3049 -1.7042 0.2151
H 5.9239 2.3861 -1.6338 0.2154
H 3.6941 2.3928 -0.5917 0.2152
```

The value obtained for the strongest force on any atom is 1.1 eV/A. Its energy relative to the best compared isomer or geometry (same formula, charge and spin) is 0.0 kcal per mole. The orbital gap comes out at 8.43 eV. As for the HOMO energy: -8.48 eV. Its total charge is 0. Its structure (SMILES) is CC(=O)N[C@@H](CC(=O)Nc1nc(-c2ccccc2)c(C(C)=O)s1)c1ccccc1.

---

DFT (the ωB97M-V functional and the def2-TZVPD basis) results for an isolated molecule of C22H21N5O3S in a non-equilibrium geometry.

Geometry as XYZ:
```
52
Properties=species:S:1:pos:R:3:nbo_charge:R:1
C 6.0107 1.5466 -0.3013 -0.6329
C 5.1766 0.3228 -0.0791 -0.0079
C 5.5959 -0.9136 -0.5586 -0.2048
C 4.8364 -2.0487 -0.3435 -0.2003
C 3.6431 -1.9674 0.3537 -0.2184
C 3.2136 -0.7411 0.8397 -0.0506
C 1.8931 -0.6187 1.5607 -0.2392
N 0.8399 -0.2931 0.6252 -0.3121
C 0.1112 -1.1429 -0.1229 0.2445
S 0.1402 -2.8701 0.0444 0.2659
C -1.1717 -3.2693 -1.1506 -0.6097
C -2.4058 -2.3687 -1.0620 0.7150
O -2.9932 -2.0422 -2.0649 -0.6062
N -2.7854 -2.0934 0.2127 -0.6408
C -3.6624 -1.0888 0.6414 0.2348
C -3.6085 -0.7107 1.9807 -0.2739
C -4.4309 0.2937 2.4539 -0.1920
C -5.3110 0.9337 1.5971 -0.2371
C -5.3662 0.5555 0.2665 -0.1786
C -4.5529 -0.4538 -0.2169 -0.2828
N -0.7296 -0.5378 -0.9436 -0.5354
C -0.5411 0.7787 -0.7238 0.3815
C 0.4410 0.9740 0.2404 -0.1072
C 0.8156 2.2824 0.6797 0.6576
O 1.6401 2.5985 1.5137 -0.6272
N 0.0698 3.2415 -0.0037 -0.6342
C -0.9253 3.0920 -0.9571 0.7902
O -1.4940 4.0448 -1.4337 -0.6180
N -1.2156 1.7945 -1.3175 -0.4105
C -2.2608 1.5390 -2.2870 -0.4136
C 3.9797 0.3953 0.6188 -0.1756
H 6.9140 1.4986 0.3067 0.2213
H 5.4612 2.4439 -0.0293 0.2200
H 6.3154 1.6202 -1.3438 0.2190
H 6.5263 -0.9840 -1.1035 0.2087
H 5.1735 -3.0030 -0.7204 0.2133
H 3.0485 -2.8535 0.5224 0.2109
H 1.6303 -1.5621 2.0486 0.2171
H 1.9364 0.1888 2.2947 0.2520
H -0.7616 -3.1892 -2.1567 0.2594
H -1.4448 -4.3068 -0.9512 0.2534
H -2.1950 -2.4671 0.9465 0.3990
H -2.9167 -1.2050 2.6497 0.2054
H -4.3803 0.5795 3.4940 0.2157
H -5.9497 1.7213 1.9663 0.2152
H -6.0523 1.0483 -0.4060 0.2146
H -4.5975 -0.7476 -1.2517 0.2544
H 0.2635 4.2055 0.2455 0.4315
H -1.9968 1.9944 -3.2416 0.2143
H -2.3661 0.4626 -2.3955 0.2475
H -3.1958 1.9773 -1.9377 0.2190
H 3.6351 1.3455 1.0005 0.2278
```

The value obtained for the strongest force on any atom is 1.4 eV/A. Its energy relative to the best compared isomer or geometry (same formula, charge and spin) is 0.0 kcal per mole. The orbital gap comes out at 8.54 eV. As for the HOMO energy: -8.25 eV. Its total charge is 0. Its structure (SMILES) is Cc1cccc(Cn2c(SCC(=O)Nc3ccccc3)nc3c2c(=O)[nH]c(=O)n3C)c1.

---

DFT (the ωB97M-V functional and the def2-TZVPD basis) results for C22H21N5O6S2W as an isolated structure in a non-equilibrium geometry.

Geometry as XYZ:
```
57
Properties=species:S:1:pos:R:3:nbo_charge:R:1
W -0.3217 0.0464 0.3354 1.7796
O -2.4890 1.3920 0.9576 -0.7016
C -2.1952 2.7734 1.2688 -0.0873
C -1.0527 2.8446 2.2853 -0.2613
N 0.1016 2.0548 1.7933 -0.4108
C 0.7137 1.3066 2.9085 -0.3593
C -0.2219 0.1195 3.2233 0.7779
O -0.3149 -0.4208 4.2807 -0.4702
O -0.9056 -0.2252 2.1315 -0.7432
C 1.0970 2.8690 1.0846 -0.3589
C 1.9123 1.9386 0.1623 0.8031
O 2.8410 2.2707 -0.5021 -0.4550
O 1.3860 0.7104 0.1754 -0.7118
H -3.1304 1.0795 1.6201 0.5231
H -1.9239 3.2524 0.3227 0.2083
H -3.0833 3.2752 1.6600 0.2335
H -0.7728 3.8879 2.4605 0.2474
H -1.3938 2.4153 3.2330 0.2290
H 1.6805 0.8806 2.5968 0.2572
H 0.8807 1.9287 3.7959 0.2614
H 0.6022 3.6139 0.4491 0.2620
H 1.7902 3.3979 1.7514 0.2686
C 2.4693 -3.3218 0.4249 -0.7205
C 1.1768 -2.7665 0.9037 0.7657
O 1.0425 -1.5446 1.1855 -0.7060
N 0.1324 -3.5816 1.0191 -0.5435
C -1.1302 -3.1701 1.6225 -0.2802
C -2.1841 -2.6894 0.6374 0.2309
C -3.2431 -3.5309 0.3143 -0.2192
C -4.2415 -3.0992 -0.5452 -0.0811
C -4.1514 -1.8141 -1.0625 -0.2282
C -3.0600 -1.0369 -0.7246 0.0842
N -2.0820 -1.4387 0.1248 -0.5310
H 3.2135 -2.5314 0.3482 0.2659
H 2.3259 -3.7731 -0.5561 0.2649
H 2.8410 -4.0996 1.0910 0.2738
H 0.2502 -4.5591 0.7842 0.4330
H -0.9183 -2.3747 2.3530 0.2660
H -1.5291 -4.0268 2.1699 0.2513
H -3.2918 -4.5219 0.7372 0.2509
H -5.0669 -3.7431 -0.8045 0.2579
H -4.9083 -1.4187 -1.7238 0.2619
H -2.9497 -0.0428 -1.1630 0.2335
S 0.2464 -1.3092 -1.6434 0.1469
C 1.1264 0.0229 -2.4293 -0.1472
C 2.3488 -0.1893 -3.0477 -0.1670
C 3.0241 0.8798 -3.6303 -0.0707
C 4.3476 0.7165 -4.1169 0.2204
N 5.4351 0.5995 -4.4503 -0.1639
C 2.4261 2.1503 -3.6768 -0.0175
C 1.1894 2.3551 -3.0743 -0.1643
C 0.5717 1.3135 -2.4037 -0.1894
S -0.8828 1.6270 -1.4218 0.1720
C 3.1008 3.2321 -4.3019 0.2098
N 3.6401 4.1121 -4.7930 -0.1663
H 2.7957 -1.1719 -3.0417 0.2577
H 0.7350 3.3327 -3.0975 0.2580
```

The value obtained for the strongest force on any atom is 2.3 eV/A. Its energy relative to the best compared isomer or geometry (same formula, charge and spin) is 5.0 kcal per mole. The orbital gap (spin up / spin down) comes out at 5.86 / 5.63 eV. As for the HOMO energy (spin up / spin down): -14.86 / -14.86 eV. Its total charge is +2.

---

DFT (the ωB97M-V functional and the def2-TZVPD basis) results for C22H21N7S2Ta as an isolated structure in a non-equilibrium geometry.

Geometry as XYZ:
```
53
Properties=species:S:1:pos:R:3:nbo_charge:R:1
Ta 0.2462 -0.5197 -0.6485 2.0406
C 0.3050 -0.4483 -5.8393 -0.1508
C -0.7084 -1.3441 -5.4776 -0.1434
C -1.2724 -1.2962 -4.2192 -0.2596
C -0.8280 -0.3223 -3.3252 0.1600
C 0.1698 0.5810 -3.6815 -0.2444
C 0.7509 0.5056 -4.9440 -0.1811
N -1.2793 -0.2817 -1.9715 -0.6271
C -2.6071 -0.4469 -1.5944 0.1847
C -3.7163 -0.2739 -2.4118 -0.2402
C -4.9700 -0.4288 -1.8604 -0.0558
C -5.1620 -0.7671 -0.4966 -0.1701
C -4.0878 -0.9351 0.3253 -0.1681
C -2.8035 -0.7771 -0.2324 0.1375
N -1.6246 -0.9438 0.4537 -0.2775
N -1.6412 -1.2660 1.6806 -0.1218
C -0.3594 -1.4338 2.1873 0.3066
C -0.1924 -1.8623 3.4899 -0.1879
C 1.0937 -2.0929 3.9485 -0.0732
C 2.1782 -1.8833 3.0957 -0.2198
C 1.9483 -1.4253 1.8213 0.0827
N 0.6929 -1.1792 1.3690 -0.5909
H 0.7305 -0.4921 -6.8331 0.2561
H -1.0486 -2.0883 -6.1860 0.2538
H -2.0253 -2.0171 -3.9239 0.2415
H 0.4206 1.3980 -3.0093 0.2289
H 1.5120 1.2172 -5.2357 0.2525
H -3.5941 0.0052 -3.4497 0.2631
H -5.8392 -0.2801 -2.4887 0.2627
H -6.1656 -0.8879 -0.1123 0.2667
H -4.1963 -1.1924 1.3697 0.2632
H -1.0713 -2.0393 4.0958 0.2818
H 1.2563 -2.4455 4.9597 0.2736
H 3.1920 -2.0811 3.4162 0.2747
H 2.7612 -1.2416 1.1308 0.2367
S 2.9024 -3.7290 -2.7192 0.4841
C 2.0601 -2.6648 -2.0503 0.1863
N 1.3702 -1.7858 -1.5038 -0.9039
S 0.9538 1.7925 -0.2113 -0.1072
C 1.6011 2.0306 1.4245 0.3990
N 2.8761 2.3182 1.5430 -0.5256
C 3.4852 2.8021 2.8081 -0.2259
C 2.4011 3.4310 3.6618 -0.4419
C 1.2460 2.4571 3.8145 -0.2244
N 0.7945 2.0303 2.4654 -0.5464
H 3.4320 2.3330 0.7000 0.4447
H 4.2603 3.5158 2.5430 0.2602
H 3.9573 1.9592 3.3125 0.2233
H 2.0479 4.3528 3.1954 0.2398
H 2.8028 3.6867 4.6400 0.2769
H 0.3955 2.9113 4.3147 0.2552
H 1.5446 1.5737 4.3791 0.2161
H -0.1957 1.9719 2.2803 0.4340
```

The value obtained for the strongest force on any atom is 1.3 eV/A. Its energy relative to the best compared isomer or geometry (same formula, charge and spin) is 7.8 kcal per mole. The orbital gap comes out at 5.39 eV. As for the HOMO energy: -16.88 eV. Its total charge is +3.

---

DFT (the ωB97M-V functional and the def2-TZVPD basis) results for an isolated molecule of C22H21NO3.

Geometry as XYZ:
```
47
Properties=species:S:1:pos:R:3:nbo_charge:R:1
C 2.2922 2.3903 6.1557 -0.2536
O 2.7340 1.2336 5.4831 -0.4831
C 2.3706 1.0448 4.1939 0.3387
C 1.5725 1.9229 3.4507 -0.3180
C 1.2641 1.6379 2.1411 -0.1603
C 1.7307 0.4762 1.5192 -0.1376
C 1.4557 0.1221 0.1507 0.0811
C 0.6480 1.0374 -0.7239 -0.2671
N -0.6567 1.3426 -0.1471 -0.4424
C -1.4359 2.2139 -1.0106 -0.2502
C -2.1282 1.5000 -2.1366 -0.2053
C -2.3144 0.1810 -2.1625 -0.0286
C -3.0143 -0.4847 -3.2721 0.0300
C -2.6152 -1.7408 -3.7247 -0.2344
C -3.2733 -2.3562 -4.7734 -0.1918
C -4.3501 -1.7357 -5.3829 -0.2193
C -4.7651 -0.4929 -4.9346 -0.2043
C -4.1042 0.1262 -3.8909 -0.2242
C -1.7963 -0.6877 -1.0453 -0.4657
C -1.4374 0.1617 0.1790 -0.2167
C 1.9617 -1.0349 -0.3313 -0.3436
C 2.7653 -1.9368 0.4703 0.7389
O 3.2238 -2.9846 0.0871 -0.5628
O 3.0127 -1.5568 1.7628 -0.4548
C 2.5257 -0.4053 2.2757 0.3437
C 2.8407 -0.1194 3.5955 -0.3013
H 2.6629 3.3008 5.6751 0.1787
H 2.7064 2.3202 7.1601 0.2039
H 1.2003 2.4271 6.2170 0.1786
H 1.1908 2.8286 3.8934 0.2201
H 0.6319 2.3056 1.5793 0.2417
H 1.1882 1.9876 -0.8169 0.2176
H 0.5715 0.5989 -1.7313 0.1911
H -2.1934 2.7075 -0.3856 0.2064
H -0.7837 2.9976 -1.4065 0.2054
H -2.4845 2.1275 -2.9404 0.2079
H -1.7726 -2.2369 -3.2667 0.2115
H -2.9438 -3.3264 -5.1158 0.2124
H -4.8659 -2.2193 -6.1992 0.2132
H -5.6112 -0.0060 -5.3977 0.2126
H -4.4469 1.0864 -3.5343 0.2119
H -0.9114 -1.2370 -1.3793 0.2119
H -2.5526 -1.4269 -0.7727 0.2276
H -2.3541 0.5137 0.6602 0.2007
H -0.8818 -0.4363 0.9053 0.2097
H 1.7988 -1.3506 -1.3503 0.2305
H 3.4518 -0.8028 4.1607 0.2397
```

The value obtained for the strongest force on any atom is 1.0 eV/A. Its energy relative to the best compared isomer or geometry (same formula, charge and spin) is 46.8 kcal per mole. The orbital gap comes out at 8.57 eV. As for the HOMO energy: -8.41 eV. Its total charge is 0. Its structure (SMILES) is COc1ccc2c(CN3CC=C(c4ccccc4)CC3)cc(=O)oc2c1.

---

- What is the total charge in the third record?
  0

---

- Number 6 is which compound?
  C22H21NO3